DFT (wB97M-V/def2-TZVPD) results for 2 unconnected molecules or ions with the total composition H3N3O2S at a distorted geometry.

The geometry in XYZ format:
```
9
Properties=species:S:1:pos:R:3:forces:R:3
N -1.421 0.269 2.103 0.76 5.93 0.14
N -1.205 -0.739 1.266 -0.65 -1.44 -0.51
N -0.533 -0.588 0.267 -0.01 -0.30 -0.33
O 0.028 0.326 -0.338 -0.49 0.40 1.04
O 3.133 -0.189 -1.889 1.68 0.32 1.32
S 1.765 0.122 -2.318 -0.35 -1.99 -2.99
H -2.309 0.407 2.578 0.01 -1.48 -0.34
H -1.218 1.308 1.731 -0.04 -3.06 0.53
H 1.759 -0.916 -3.400 -0.91 1.62 1.15
```
Positions in Å, forces in eV/Å.

As for the HOMO energy (alpha / beta): -9.9 / -8.7 eV. The energy above the lowest of the compared OMol25 structures with the same formula, charge and spin is 84.37 kcal per mole. Its total energy is -19442.47705 eV. As for the spin multiplicity: 1. The max |F| comes out at 0.1163 hartree/bohr. As for the total charge: 0.